Arrangement 1

This record from the OMol25 dataset describes an isolated molecule of C4H5NO2. The level of theory is ωB97M-V/def2-TZVPD.

As for the HOMO energy: -9.75 eV. As for the molar mass: 99.089 g/mol. As for the SMILES: COc1ccon1. The calculation puts the LUMO energy at 1.01 eV.

Geometry as ORCA input:
```
! RIJCOSX wB97M-V def2-TZVPD def2/J DEFGRID3
* xyz 0 1
C -1.38551 1.67296 -0.11200
O -0.28074 1.04347 -0.75588
C 0.25601 0.01058 -0.09977
C 1.03294 -1.00953 -0.72316
C 1.32633 -1.82231 0.31602
O 0.79614 -1.35374 1.45248
N 0.10909 -0.18461 1.18635
H -2.19269 0.94634 0.02941
H -1.10424 2.08824 0.85929
H -1.70755 2.46670 -0.78682
H 1.28024 -1.10508 -1.76881
H 1.86997 -2.75301 0.40291
*
```



Arrangement 2

This record from the OMol25 dataset describes a cluster of 2 separate species, C4H5NO2 in total. The level of theory is ωB97M-V/def2-TZVPD.

As for the HOMO energy: -9.21 eV. As for the molar mass: 99.089 g/mol. As for the SMILES: COC#[N+][O-].C#C. The calculation puts the LUMO energy at 0.62 eV.

Geometry as ORCA input:
```
! RIJCOSX wB97M-V def2-TZVPD def2/J DEFGRID3
* xyz 0 1
C -0.09739 -2.02565 -0.51621
O -1.14236 -1.02849 -0.56827
C -1.13196 -0.21882 0.45111
N -1.02008 0.36851 1.43969
O -0.89646 1.08717 2.42876
H 0.87962 -1.53545 -0.52889
H -0.21274 -2.62914 0.38802
H -0.23556 -2.63894 -1.40563
C 0.80726 2.28870 0.14250
C 1.14261 2.04252 -0.98713
H 0.46492 2.44233 1.14918
H 1.44215 1.84725 -1.99311
*
```



Arrangement 3

This record from the OMol25 dataset describes an isolated molecule of C4H5NO2. The level of theory is ωB97M-V/def2-TZVPD.

As for the HOMO energy: -8.68 eV. As for the molar mass: 99.089 g/mol. The calculation puts the LUMO energy at 0.38 eV.

Geometry as ORCA input:
```
! RIJCOSX wB97M-V def2-TZVPD def2/J DEFGRID3
* xyz 0 1
C -1.55435 -0.40492 -0.72009
C -0.22656 -0.12490 -0.10959
C 0.35433 1.13070 0.27054
O 1.78559 1.12837 -0.11385
C 1.65222 0.32372 0.94163
O 2.26784 0.09931 1.93725
N 0.68201 -0.98364 0.26027
H -1.49410 -0.25781 -1.80440
H -1.88898 -1.42419 -0.50963
H -2.29412 0.30215 -0.33191
H -0.09836 2.11174 0.33544
H 0.81447 -1.90051 -0.15565
*
```



Arrangement 4

This record from the OMol25 dataset describes an isolated molecule of C4H5NO2. The level of theory is ωB97M-V/def2-TZVPD.

As for the HOMO energy: -8.60 eV. As for the molar mass: 99.089 g/mol. As for the SMILES: Cc1coc(=O)[nH]1. The calculation puts the LUMO energy at 0.69 eV.

Geometry as ORCA input:
```
! RIJCOSX wB97M-V def2-TZVPD def2/J DEFGRID3
* xyz 0 1
C 1.45166 -0.96017 -0.21399
C 0.14602 -0.25356 -0.11463
C -1.09014 -0.62081 -0.46556
O -1.99591 0.36742 -0.14248
C -1.31553 1.40253 0.44994
O -1.82300 2.40353 0.88150
N 0.00528 1.02164 0.43962
H 2.03508 -0.61400 -1.07174
H 2.05982 -0.81574 0.68460
H 1.28247 -2.03267 -0.32682
H -1.48859 -1.52062 -0.90449
H 0.73284 1.62246 0.78406
*
```



It turns out arrangement 4 is the most stable, with the second structure 0.0815 hartree higher.



Arrangement 1

This record from the OMol25 dataset describes a structure of composition C4H5NO2. The level of theory is ωB97M-V/def2-TZVPD.

As for the HOMO energy: -9.42 eV. As for the molar mass: 99.089 g/mol. The calculation puts the LUMO energy at 0.92 eV.

Geometry as ORCA input:
```
! RIJCOSX wB97M-V def2-TZVPD def2/J DEFGRID3
* xyz 0 1
N 0.50853 1.24078 1.05731
C 0.14428 0.29533 0.06935
C -1.16293 0.16397 -0.66196
C -0.67197 -0.96925 0.15536
O 0.25761 -1.75824 -0.58509
C 1.12896 -0.68968 -0.53777
O 2.30948 -0.72509 -0.69528
H 0.33710 2.19207 0.75667
H 1.50067 1.14413 1.25507
H -2.09029 0.32245 -0.15356
H -1.16974 0.11606 -1.74540
H -1.09171 -1.33252 1.08530
*
```



Arrangement 2

This record from the OMol25 dataset describes an isolated molecule of C4H5NO2. The level of theory is ωB97M-V/def2-TZVPD.

As for the HOMO energy: -8.40 eV. As for the molar mass: 99.089 g/mol. As for the SMILES: CC1=C(O)N1C=O. The calculation puts the LUMO energy at 0.47 eV.

Geometry as ORCA input:
```
! RIJCOSX wB97M-V def2-TZVPD def2/J DEFGRID3
* xyz 0 1
C 1.21437 0.85816 1.19359
C 0.19120 -0.01256 0.59926
C -0.58415 -0.98495 0.33262
O -1.03294 -2.22867 0.42793
N -0.99093 0.19466 -0.40979
C -0.53240 0.32911 -1.74112
O 0.59786 0.62474 -2.05112
H 1.86368 1.25749 0.40973
H 0.74219 1.69591 1.71871
H 1.81975 0.29141 1.90695
H -1.94133 -2.24786 0.09358
H -1.34730 0.22257 -2.48034
*
```



Arrangement 3

This record from the OMol25 dataset describes an isolated molecule of C4H5NO2. The level of theory is ωB97M-V/def2-TZVPD.

As for the HOMO energy: -9.33 eV. As for the molar mass: 99.089 g/mol. As for the SMILES: C=NC(C=O)C=O. The calculation puts the LUMO energy at -0.12 eV.

Geometry as ORCA input:
```
! RIJCOSX wB97M-V def2-TZVPD def2/J DEFGRID3
* xyz 0 1
C -1.13038 -0.45218 -1.02908
N -0.72195 -1.27841 -0.14549
C 0.06895 -0.23463 0.66007
C -0.08750 1.29912 0.43810
O -0.92842 1.97142 0.98235
C 1.40832 -0.71125 0.26591
O 2.01942 -0.16204 -0.62753
H -0.44412 0.21667 -1.57466
H -2.19499 -0.28753 -1.12349
H -0.39400 -0.44049 1.62564
H 0.70001 1.74397 -0.19612
H 1.70465 -1.66465 0.72430
*
```



It turns out arrangement 1 is the most stable, with the second structure 0.0499 hartree higher.



Arrangement 1

This record from the OMol25 dataset describes an isolated molecule of C4H5NO2. The level of theory is ωB97M-V/def2-TZVPD.

As for the HOMO energy: -9.46 eV. As for the molar mass: 99.089 g/mol. As for the SMILES: CC(=O)CC#[N+][O-]. The calculation puts the LUMO energy at 0.49 eV.

Geometry as ORCA input:
```
! RIJCOSX wB97M-V def2-TZVPD def2/J DEFGRID3
* xyz 0 1
C 1.18746 -0.18399 -0.97923
C 0.10925 0.85277 -0.55048
O 0.26612 2.04940 -0.67658
C -1.27667 0.16133 -0.12708
C -1.07061 -0.19794 1.25403
N -0.36465 -0.58176 2.07147
O 0.26042 -0.69825 3.07941
H 2.15179 0.20312 -1.20254
H 1.07858 -0.86779 -0.03908
H 0.92839 -0.85805 -1.83851
H -2.09334 0.83934 -0.31644
H -1.17675 -0.71816 -0.67497
*
```



Arrangement 2

This record from the OMol25 dataset describes an isolated molecule of C4H5NO2. The level of theory is ωB97M-V/def2-TZVPD.

As for the HOMO energy: -8.40 eV. As for the molar mass: 99.089 g/mol. As for the SMILES: CC1=C(O)N1C=O. The calculation puts the LUMO energy at 0.48 eV.

Geometry as ORCA input:
```
! RIJCOSX wB97M-V def2-TZVPD def2/J DEFGRID3
* xyz 0 1
C -1.76638 -0.65712 0.18487
C -0.58166 0.20923 0.12116
C 0.21727 1.19008 -0.01161
O 0.54177 2.43519 -0.33174
N 0.91642 0.07531 0.59540
C 1.63479 -0.82337 -0.22653
O 1.12075 -1.63128 -0.96242
H -1.62381 -1.53761 -0.44797
H -1.93658 -0.98916 1.21497
H -2.64943 -0.10929 -0.15575
H 1.40195 2.63421 0.06430
H 2.72488 -0.79619 -0.04468
*
```



It turns out arrangement 2 is the most stable, with the second structure 0.0123 hartree higher.



Arrangement 1

This record from the OMol25 dataset describes an isolated molecule of C4H5NO2. The level of theory is ωB97M-V/def2-TZVPD.

As for the HOMO energy: -7.95 eV. As for the molar mass: 99.089 g/mol. As for the SMILES: Oc1cccn1O. The calculation puts the LUMO energy at 0.40 eV.

Geometry as ORCA input:
```
! RIJCOSX wB97M-V def2-TZVPD def2/J DEFGRID3
* xyz 0 1
O -0.69848 1.88248 -0.45011
C -0.23678 0.64411 -0.32032
C -0.05528 -0.33164 -1.25751
C 0.20728 -1.49476 -0.50310
C 0.26962 -1.29290 0.87778
N -0.15363 0.03208 0.92778
O 0.11060 0.86850 2.08252
H -0.74104 2.25110 -1.38704
H 0.09648 -0.07011 -2.26983
H 0.57520 -2.38236 -1.05989
H 0.84983 -1.75819 1.72880
H -0.22379 1.65170 1.63093
*
```



Arrangement 2

This record from the OMol25 dataset describes a cluster of 2 separate species, C4H5NO2 in total. The level of theory is ωB97M-V/def2-TZVPD.

As for the HOMO energy: -10.09 eV. As for the molar mass: 99.089 g/mol. The calculation puts the LUMO energy at -0.22 eV.

Geometry as ORCA input:
```
! RIJCOSX wB97M-V def2-TZVPD def2/J DEFGRID3
* xyz 0 1
C -1.48924 -0.35735 -0.62409
C -0.02186 -0.05599 -0.45343
C 0.33700 1.38679 -0.14232
O 1.45813 1.76479 0.07904
C 1.61632 -0.24740 2.31795
O 2.69950 -0.58229 2.26526
N 0.94046 -0.87963 -0.54756
H -1.78996 -0.20905 -1.66800
H -1.70735 -1.39348 -0.35034
H -2.10908 0.30108 -0.00657
H -0.52219 2.09145 -0.11888
H 0.58829 -1.81892 -0.75108
*
```



Arrangement 3

This record from the OMol25 dataset describes an isolated molecule of C4H5NO2. The level of theory is ωB97M-V/def2-TZVPD.

As for the HOMO energy: -10.02 eV. As for the molar mass: 99.089 g/mol. As for the SMILES: O=CC(=O)N1CC1. The calculation puts the LUMO energy at -0.15 eV.

Geometry as ORCA input:
```
! RIJCOSX wB97M-V def2-TZVPD def2/J DEFGRID3
* xyz 0 1
O -2.88738 -0.41534 -0.49481
C -2.04959 0.33204 -0.92678
C -0.53844 0.10461 -0.76069
O 0.14124 0.24342 -1.75554
N -0.07638 -0.40028 0.46432
C 0.93445 0.40721 1.19605
C 1.33301 -0.78814 0.43239
H -2.28410 1.14662 -1.63942
H 0.84639 0.34280 2.28075
H 1.22370 1.38253 0.78206
H 1.84425 -0.62294 -0.51130
H 1.51284 -1.73255 0.93296
*
```



It turns out arrangement 2 is the most stable, with the second structure 0.0243 hartree higher.